Formula: C35H45Cl5F3InN3OS6SbSe
Source: OMol25
Level of theory: ωB97M-V with the def2-TZVPD basis set

Last column: Löwdin charge in e.
Element x y z (Å)
H 4.10800 -1.03409 4.03738  0.06
C -2.37746 -2.35766 -2.08767  -0.10
C -4.13961 4.45957 -1.57864  -0.06
H -4.64173 2.95531 -4.04641  0.09
C 3.93229 1.58250 -1.52434  -0.05
Sb 2.22007 -1.74602 1.49032  1.50
Cl 1.38339 6.11863 5.33347  0.59
H 1.08147 -1.40134 3.80607  0.05
H -0.20660 -3.66682 2.68295  0.06
C 3.06589 -0.72824 4.18267  -0.18
C 1.02210 4.58389 4.60829  -0.74
H 4.42387 -4.31492 2.07490  0.05
C 2.09520 -1.78268 3.65963  -0.58
Cl 1.12917 5.85851 2.22761  0.64
H 2.76454 -5.05612 0.77553  0.04
Cl 0.90782 3.59481 7.12168  0.62
H 1.16261 -5.75407 1.00144  0.07
H -5.18523 4.27947 -1.40427  0.11
H -7.32937 0.21838 -2.37072  0.02
H -0.00378 5.36143 -1.77432  0.03
S -7.00360 1.54527 -0.42001  0.75
C 0.54865 2.22191 4.82167  -0.61
H -2.92170 -3.28574 -2.29305  0.08
In -0.52355 -0.00186 -0.43804  0.63
S 0.69225 -0.39116 -3.96295  0.95
C -1.90815 -2.21777 -4.52469  -0.09
C 1.97849 0.30156 -3.00815  -0.51
C -0.23848 -3.50506 1.60319  -0.16
Cl 0.49777 3.09550 0.91680  0.69
H -0.55808 5.38773 -0.09103  0.02
C 2.23595 -3.10257 4.40824  -0.14
H -3.15493 2.05172 -3.67482  0.04
H -5.87716 -0.28366 -1.47019  0.00
H -0.90026 6.77453 -1.16092  0.09
C 4.43776 -2.74055 -0.31901  -0.17
S -5.67300 -0.01749 5.05073  0.43
S -6.91062 0.80067 2.48006  0.85
H 2.12289 -2.92318 5.48451  0.07
H -3.41281 6.02747 -0.20837  0.12
H -2.63834 -1.41576 -4.65786  0.08
F 4.73437 0.79870 -5.41120  0.10
H -2.41901 -3.17646 -4.67229  0.07
H 0.26272 -3.16208 -2.01626  0.06
H -1.95774 -2.42646 -1.08068  0.04
H -0.70514 -2.53099 1.43621  0.03
Se -0.75722 3.37222 -3.49944  0.57
C 0.81573 3.44812 5.39524  -0.72
H -1.40349 0.02641 -3.08824  0.01
C 4.31262 -2.34147 1.15087  -0.58
Cl 0.22715 0.83519 5.80432  0.68
H 3.91976 -3.68056 -0.52483  0.06
H 4.65239 2.10636 -0.91297  0.10
H 2.57373 1.15399 0.08367  0.06
H 2.01454 -5.04356 2.37245  0.05
H -7.50668 -0.77280 -0.89876  0.03
H 5.03191 1.74708 -3.36186  0.12
S -3.64023 1.00261 -0.34530  0.47
O 0.37824 0.88826 2.87206  -0.15
H 1.46518 -3.81727 4.11990  0.04
C -0.23504 -3.24082 -2.98443  -0.08
H 0.53143 -3.16976 -3.75825  0.06
H -0.89759 -4.26693 1.17258  0.07
C -5.55545 0.38135 3.44684  -1.54
C 4.12909 1.39193 -2.88438  -0.02
H 4.99808 -3.00515 3.10551  0.05
H 2.91324 -0.55902 5.25263  0.06
C 2.77027 1.07612 -0.97926  -0.19
H 4.00944 -1.98267 -0.98065  0.05
C 0.92346 4.44941 3.22294  -0.71
C 1.81989 -4.92918 1.30513  -0.15
H 1.05672 -3.51193 -0.09711  0.05
C -3.98248 2.61251 -3.24706  -0.08
F 3.24998 -0.76323 -5.48324  0.11
H -1.14765 -2.11420 -5.30331  0.06
H 5.48760 -2.87764 -0.60380  0.07
H 4.83486 -1.38728 1.28170  0.07
C -0.79856 5.68967 -1.10898  -0.07
N -3.42399 3.71625 -2.49222  -0.13
C -2.11799 4.07137 -2.46929  -0.74
C 0.66217 3.22488 2.63862  -0.58
C 4.95880 -3.36447 2.07678  -0.16
C 0.51737 2.00943 3.39525  -0.54
H -0.70749 -4.22574 -3.05633  0.08
C -6.05938 1.09029 0.97950  -1.04
S -4.07688 0.42209 2.55902  0.90
C 3.17781 0.73121 -3.63415  -0.13
C -3.27084 5.30008 -0.98660  -0.05
C 1.15908 -3.59235 0.98832  -0.57
H -4.52154 1.99286 -2.53142  0.01
C 3.44407 0.51016 -5.09504  -0.60
N -2.02860 5.05968 -1.54343  -0.13
H 3.20880 -3.57384 4.25605  0.05
H 5.99092 -3.56951 1.76109  0.07
H 2.91946 0.22938 3.67830  0.06
F 2.68923 1.28523 -5.89695  0.13
C -1.27433 -2.12722 -3.12649  -0.72
C -0.65517 -0.74467 -2.85155  -0.62
C -6.92311 0.00921 -1.38096  -0.41
H -3.09389 -1.53177 -2.08515  0.06
C -4.70981 0.89299 0.97878  -1.15
N 1.82346 0.47186 -1.69359  -0.01

gap between HOMO and LUMO: 5.565 eV
highest occupied orbital energy: -1.7603 eV
total charge: -2
spin multiplicity: 1
LUMO: 3.804 eV

---

Formula: C7H11NO2
Source: OMol25
Level of theory: ωB97M-V with the def2-TZVPD basis set

Last column: natural (NBO) charge in e.
Element x y z (Å)
H -3.11894 -1.04105 0.90655  0.24
C -2.80300 0.78251 -0.01583  -0.12
C 1.08950 0.65928 0.20824  0.25
C -0.66127 0.26770 0.20564  0.24
O 1.37621 1.98229 0.37253  -0.49
C 1.53867 1.41623 -0.94283  -0.14
H 2.73413 0.06956 1.55608  0.23
H 1.10600 -1.89694 -0.32526  0.23
H 0.79532 1.82327 -1.55147  0.18
H -3.20724 1.08167 -1.04270  0.19
N -1.14727 -0.89152 0.22060  -0.29
H 2.58695 1.47554 -1.41778  0.18
H -3.61560 1.09941 0.70661  0.21
C -2.61941 -0.72093 -0.02456  -0.34
H -2.79087 -1.14706 -1.06188  0.24
O -1.45005 1.31337 0.11558  -0.38
H 2.64781 -2.46482 0.45108  0.19
H 2.46846 -1.18000 -1.01800  0.21
H 1.16140 -0.77536 1.71261  0.23
C 1.86373 -0.38683 0.98235  -0.46
C 2.04545 -1.46632 -0.03755  -0.60

gap between HOMO and LUMO (alpha / beta): 5.317 / 7.218 eV
highest occupied orbital energy (alpha / beta): -4.5430 / -9.4343 eV
spin multiplicity: 3
LUMO (alpha / beta): 0.774 / -2.216 eV

---

Formula: C5H7NO
Source: OMol25
Level of theory: ωB97M-V with the def2-TZVPD basis set

Last column: natural (NBO) charge in e.
Element x y z (Å)
H -0.31058 2.07400 0.95126  0.21
C 0.12153 0.18087 -1.34947  0.26
H 2.05059 0.54026 -0.50188  0.26
C 0.25876 -0.06314 0.93418  -0.24
H 0.91886 -2.00784 -0.02273  0.03
N -2.12819 -0.69260 1.08538  -0.69
C -1.09267 -0.37142 0.44493  0.49
H 1.41906 1.69615 1.43968  0.22
H -2.92653 -0.81889 0.46656  0.35
C 0.48439 1.32693 1.01794  -0.26
H 0.34815 0.06679 -2.40505  0.21
C 0.98230 0.49805 -0.32923  -0.35
O -1.08220 -0.25486 -0.98073  -0.46
H 0.95653 -2.17430 -0.75084  -0.04

gap between HOMO and LUMO (alpha / beta): 7.698 / 7.697 eV
highest occupied orbital energy (alpha / beta): -7.9523 / -7.9515 eV
spin multiplicity: 1
LUMO (alpha / beta): -0.254 / -0.254 eV

---

Formula: C30H35O2Ti
Source: OMol25
Level of theory: ωB97M-V with the def2-TZVPD basis set

Last column: natural (NBO) charge in e.
Element x y z (Å)
C 0.33974 -0.89718 -5.93920  0.01
H -1.26006 4.65852 3.60650  0.19
H 1.52094 -2.60568 3.87980  0.21
H -1.48626 2.36692 -0.83000  0.22
C 1.24584 1.51222 0.85780  -0.34
H -2.76376 -3.24658 3.57500  0.21
C 0.52624 -0.16418 -7.21210  0.04
H -1.13926 -2.41368 -1.65860  0.21
H -0.55566 -2.72628 2.58770  0.24
H 1.53634 -0.71628 -10.40180  0.21
C -0.85946 -1.28048 4.17420  -0.09
O 0.16294 -0.13148 -4.74270  -0.47
H 2.87544 -1.74538 -0.16590  0.22
C -0.31946 -2.19688 -0.99820  -0.37
C -0.34676 2.67612 3.75640  -0.27
H -0.14116 1.71712 -6.44680  0.23
C 1.78274 1.89992 -0.39130  -0.38
H -1.03446 2.04222 6.15560  0.18
C 1.15854 -0.18058 -9.54100  -0.21
H 1.43674 -2.38858 -2.33560  0.21
H 0.87264 -4.27558 3.76820  0.19
H 0.11204 2.89572 -8.60490  0.21
H 0.95074 1.68042 -10.58920  0.21
C 1.04564 -2.19738 -1.34880  -0.37
H 1.27654 -1.88598 -8.24990  0.21
H 1.14804 4.22102 4.18630  0.19
C -0.69876 -0.07108 3.37900  0.34
C 0.20574 1.18602 -7.32260  -0.24
C 1.80294 -1.83058 -0.21770  -0.36
C -1.00406 1.15222 5.54120  -0.23
H -1.33046 -1.72578 0.92270  0.26
H -1.76446 -0.32428 -5.62590  0.18
C 0.35814 1.84452 -8.53240  -0.19
H 2.82594 1.90642 -0.66020  0.22
C -0.71006 1.20712 4.15830  -0.04
H -0.00986 2.84422 2.75830  0.24
O -0.31986 -0.21928 2.00990  -0.89
Ti 0.47354 0.02032 -0.75330  1.03
H 0.73914 3.23662 5.62170  0.19
H 1.76184 2.53922 4.31060  0.21
C -0.41886 -1.82398 0.35780  -0.33
C -0.93786 -0.89858 -5.21970  -0.09
C -1.54176 3.63212 3.92810  -0.60
C -1.81576 -3.65188 3.98330  -0.59
C 1.01064 -0.83888 -8.32960  -0.24
H -1.62696 -4.64738 3.52790  0.19
H 1.81014 1.15482 1.70160  0.23
C 0.68044 -3.26568 4.18920  -0.59
C 0.89374 -1.60168 0.84230  -0.30
C 0.69844 2.30232 -1.20730  -0.38
H -1.38276 0.00032 7.28580  0.18
H -1.19786 -2.09468 6.16740  0.19
C 0.88874 3.19312 4.52590  -0.59
H -0.85096 1.44902 1.60060  0.28
H -1.88596 3.69872 4.97950  0.19
H 1.15434 -1.31498 1.84630  0.27
C -0.65066 -2.70568 3.65500  -0.26
H -1.93136 -3.81378 5.07410  0.19
H 0.75834 2.61212 -2.23740  0.22
C -0.15846 1.68382 0.80940  -0.28
H 0.97734 -1.76828 -5.81210  0.19
H -2.38866 3.29212 3.29600  0.21
C -1.10466 -1.20828 5.55790  -0.21
C -1.20266 -0.01688 6.21820  -0.30
H 0.68584 -3.33688 5.29660  0.19
C -0.49366 2.17402 -0.46340  -0.36
H -1.21416 -1.75238 -4.60840  0.19
C 0.83074 1.16362 -9.64630  -0.23

gap between HOMO and LUMO (alpha / beta): 5.249 / 5.780 eV
highest occupied orbital energy (alpha / beta): -2.9430 / -3.4782 eV
total charge: -1
spin multiplicity: 3
LUMO (alpha / beta): 2.305 / 2.302 eV

---

Formula: C13H50N8O12
Source: OMol25
Level of theory: ωB97M-V with the def2-TZVPD basis set

Last column: Löwdin charge in e.
Element x y z (Å)
H 2.50584 0.69671 0.97619  0.04
H -1.00847 -0.88567 -4.37089  0.08
C -5.14226 0.12450 -0.36699  -0.18
H 1.55880 2.76361 -0.71646  0.03
O -0.67386 -2.70729 2.32494  -0.15
H -4.25618 -1.35147 0.58520  0.01
H 1.43886 1.19408 -1.74371  0.06
H -0.67391 -1.61649 -5.92654  0.07
H 2.03596 -3.21006 0.42182  0.17
C -0.90160 -0.29792 0.12438  -0.35
C -1.57329 0.61599 -0.74515  -0.07
N 0.10304 -4.54076 1.00935  0.16
H 2.24772 1.31200 4.95030  0.11
O -4.04670 -1.37508 2.22723  -0.13
H 1.77747 1.37252 -3.32641  0.05
N -3.89164 0.34784 3.82287  0.13
C 4.35827 0.92543 0.88650  -0.15
H 0.70138 -1.25034 0.19480  0.03
O 1.14666 3.12776 -2.55786  -0.09
H -1.11096 -2.15068 -2.17963  0.03
N -2.06017 -0.84280 3.45205  0.17
N 1.33881 -2.69997 1.07130  0.14
N 3.44304 -1.56436 -1.48919  0.14
H 1.52470 -1.79780 1.52229  0.05
H 4.78689 1.81135 0.37933  0.09
O 1.43549 2.90981 0.21214  -0.17
H -2.40210 -2.35715 -3.44568  0.11
C -2.05486 -2.47991 -2.38863  -0.21
H -1.27167 2.23381 2.70517  0.04
H -3.38349 0.91808 4.49922  0.10
H 4.51025 -1.73079 -1.34574  0.17
H 0.09154 1.61756 -2.76538  0.08
H 1.21581 -1.10745 -1.78657  0.08
H 4.18678 1.24579 1.82821  0.04
N 1.95514 0.55669 4.37369  0.19
C 0.20933 -3.31597 1.38284  -0.54
H -0.82321 0.18678 1.06386  0.09
H 1.98419 4.81967 0.55019  0.08
H 1.15577 2.71197 3.41086  0.19
H -2.54299 0.80800 -0.30003  0.07
H -4.78083 0.80188 0.39573  0.06
H 1.64718 -1.24967 -5.60150  0.13
C 1.57174 0.70470 3.14433  -0.62
H -1.63024 -1.55348 2.81485  0.05
O -0.46426 4.02875 1.87799  -0.14
N 1.69699 -1.28214 -2.70008  0.15
H 2.95282 -0.90984 -0.88300  0.06
H 0.03593 3.48031 1.20659  0.04
H -6.18527 0.14436 -0.33720  0.04
H -2.73894 -2.16890 -1.61170  0.07
H 0.81984 3.44472 -3.37012  0.07
N 1.16944 1.84117 2.77956  0.20
C -3.28708 -0.63547 3.14406  -0.57
H -2.08167 2.89189 1.40615  0.07
O 3.70776 -1.44916 -3.88925  -0.19
H -2.69547 -4.24867 -2.77215  0.09
H -1.01044 1.55094 -0.90529  0.08
C 2.97355 -1.41634 -2.67374  -0.64
H -1.51887 -1.12899 0.32345  0.10
O -1.90147 -3.80641 -2.46799  -0.10
H 2.84614 3.63858 1.58876  0.09
C -1.56457 3.19784 2.30156  -0.15
O -4.64685 -1.20610 -0.31084  -0.17
H -4.89397 0.44085 -1.41333  0.09
O 3.18014 0.53722 0.28392  -0.14
O 0.96442 -0.69582 -5.13139  -0.15
H -1.45621 -0.25777 4.05170  0.13
O 0.34803 -0.58164 -0.42140  -0.10
H -0.79394 -5.05533 1.27405  0.17
H 3.27191 3.94766 -0.12796  0.09
H 1.29893 -1.01789 -3.64968  0.05
H 0.57205 -4.93077 0.14342  0.16
H 5.19750 0.28233 0.89056  0.07
C 2.45762 3.86519 0.57054  -0.09
H 0.95291 1.94105 1.81529  0.07
H -4.89642 0.59803 3.68587  0.13
C -0.25762 -1.38917 -4.98994  -0.13
H 2.38806 -0.38004 4.55959  0.16
H 0.07523 -2.18505 -4.34614  0.07
C 1.14278 1.72227 -2.62924  -0.13
H -2.29079 3.58948 2.96888  0.07
O 1.59899 -0.32002 2.25073  -0.10
H -1.66943 0.20144 -1.76551  0.09

gap between HOMO and LUMO: 8.035 eV
highest occupied orbital energy: -8.2004 eV
structure (SMILES): NC(N)=O.NC(N)=O.NC(N)=O.NC(N)=O.CCO.CO.CO.CO.CO.CO.CO.CO
spin multiplicity: 1
LUMO: -0.166 eV

---

Formula: H4N2O2S
Source: OMol25
Level of theory: ωB97M-V with the def2-TZVPD basis set

Last column: natural (NBO) charge in e.
Element x y z (Å)
H 1.17350 0.53045 -1.90390  0.33
H 0.48680 0.68845 1.49954  0.51
H 1.60682 0.57579 -0.33341  0.33
S -0.92030 0.13567 -0.07603  1.77
O -0.45575 -1.21034 0.80201  -0.93
H -0.36349 -2.10514 0.36489  0.52
O -0.29431 1.11517 1.06688  -0.88
N 1.12651 -0.00757 -1.10596  -0.87
N -2.35979 0.27752 -0.31402  -0.79

gap between HOMO and LUMO (alpha / beta): 8.541 / 8.702 eV
highest occupied orbital energy (alpha / beta): -9.7274 / -10.1545 eV
spin multiplicity: 1
LUMO (alpha / beta): -1.187 / -1.452 eV

---

Question: Which value of spin multiplicity does entry 2 give?
Answer: 3

---

Question: Which formula does entry 5 have?
Answer: C13H50N8O12

---

Question: Which formula does entry 5 have?
Answer: C13H50N8O12

---

Question: Look up the spin multiplicity of the first one.
Answer: 1